(1)
Entry from OMol25: a molecular structure, C23H28NO6P3Ru in a non-equilibrium geometry (ωB97M-V/def2-TZVPD).

The strongest force on any atom comes out at 6.5 eV Å⁻¹. As for the expectation value of S²: 6.04. As for the lowest unoccupied orbital energy (alpha / beta): -9.16 / -9.21 eV. The total energy comes out at -68510.7955 eV. As for the spin multiplicity: 5. The value obtained for the gap between HOMO and LUMO (alpha / beta) is 3.951 / 5.456 eV. The value obtained for the energy relative to the best compared isomer or geometry (same formula, charge and spin) is 469.29 kJ/mol. Its charge is +2.

Atoms and positions in Å:
Ru  12.889  10.606  7.838
N  17.804  12.888  5.723
C  17.208  12.056  6.876
C  17.108  10.579  6.560
P  18.775  12.397  8.280
O  18.087  13.248  9.407
O  20.016  12.914  7.593
O  14.486  9.977  8.344
P  15.578  12.793  7.585
O  15.712  14.147  6.755
O  15.707  13.299  9.057
O  14.220  12.270  7.295
H  18.051  12.247  4.957
H  18.747  13.286  5.977
H  17.142  13.614  5.393
H  18.168  10.247  6.290
H  16.391  10.336  5.791
H  16.927  10.032  7.534
H  16.800  13.400  9.388
H  15.255  14.941  7.116
C  11.267  13.675  7.216
C  10.072  12.853  6.727
C  9.231  13.321  5.698
C  8.153  12.556  5.255
C  7.891  11.355  5.864
C  8.709  10.872  6.904
C  9.762  11.600  7.396
P  10.834  10.817  8.678
C  10.207  11.501  10.244
C  8.808  11.377  10.434
C  8.236  11.790  11.635
C  9.049  12.254  12.674
C  10.390  12.446  12.460
C  11.011  12.077  11.220
C  12.545  12.128  11.090
C  10.554  8.994  8.662
C  9.591  8.370  9.440
C  9.563  6.962  9.411
C  10.353  6.213  8.599
C  11.203  6.908  7.656
C  11.273  8.288  7.653
C  12.202  9.039  6.806
H  11.403  13.648  8.313
H  11.097  14.703  6.994
H  12.189  13.312  6.727
H  9.465  14.230  5.131
H  7.515  12.819  4.367
H  7.123  10.628  5.458
H  8.507  9.876  7.276
H  8.167  10.911  9.684
H  7.216  11.689  11.743
H  8.527  12.553  13.551
H  11.050  12.871  13.260
H  12.987  11.717  12.027
H  12.893  13.186  10.908
H  12.965  11.561  10.222
H  8.918  8.847  10.153
H  8.847  6.424  10.105
H  10.444  5.123  8.513
H  11.747  6.412  6.840
H  11.695  9.548  5.995
H  12.997  8.448  6.259

The molecule's Löwdin atomic charges, reported in e, are given here: number 1, Ru, carries 1.305; number 2, N, carries 0.153; number 3, C, carries -0.472; number 4, C, carries -0.132; number 5, P, carries 0.764; number 6, O, carries -0.360; number 7, O, carries -0.365; number 8, O, carries -0.309; number 9, P, carries 0.478; number 10, O, carries -0.147; number 11, O, carries -0.198; number 12, O, carries -0.401; number 13, H, carries 0.166; number 14, H, carries 0.137; number 15, H, carries 0.150; number 16, H, carries 0.114; number 17, H, carries 0.075; number 18, H, carries 0.093; number 19, H, carries 0.025; number 20, H, carries 0.133; number 21, C, carries -0.049; number 22, C, carries -0.218; number 23, C, carries -0.013; number 24, C, carries -0.045; number 25, C, carries -0.053; number 26, C, carries -0.093; number 27, C, carries -0.283; number 28, P, carries 1.018; number 29, C, carries -0.302; number 30, C, carries -0.081; number 31, C, carries -0.031; number 32, C, carries -0.033; number 33, C, carries -0.010; number 34, C, carries -0.241; number 35, C, carries -0.043; number 36, C, carries -0.298; number 37, C, carries -0.041; number 38, C, carries -0.050; number 39, C, carries -0.010; number 40, C, carries 0.016; number 41, C, carries -0.318; number 42, C, carries -0.210; number 43, H, carries 0.082; number 44, H, carries 0.079; number 45, H, carries 0.058; number 46, H, carries 0.132; number 47, H, carries 0.146; number 48, H, carries 0.144; number 49, H, carries 0.107; number 50, H, carries 0.107; number 51, H, carries 0.094; number 52, H, carries 0.116; number 53, H, carries 0.144; number 54, H, carries 0.108; number 55, H, carries 0.108; number 56, H, carries 0.014; number 57, H, carries 0.113; number 58, H, carries 0.150; number 59, H, carries 0.133; number 60, H, carries 0.134; number 61, H, carries 0.088; number 62, H, carries 0.121

(2)
Entry from OMol25: a gas-phase ion, C2H2NO3S (charge -1) in a non-equilibrium geometry (ωB97M-V/def2-TZVPD).

The strongest force on any atom comes out at 3.0 eV Å⁻¹. As for the lowest unoccupied orbital energy (alpha / beta): 3.60 / 3.24 eV. The total energy comes out at -20572.3825 eV. The value obtained for the gap between HOMO and LUMO (alpha / beta) is 7.538 / 6.550 eV. The value obtained for the energy relative to the best compared isomer or geometry (same formula, charge and spin) is 311.95 kJ/mol. Its charge is -1.

Atoms and positions in Å:
C  -0.182  -0.941  -0.468
C  -1.138  0.500  -0.075
N  0.977  -0.587  -0.168
O  -0.708  -1.985  -0.781
O  2.687  0.249  1.377
O  -1.190  1.234  -1.086
S  2.037  0.504  0.042
H  -2.121  0.267  0.527
H  -0.363  0.760  0.631

The molecule's Löwdin atomic charges, reported in e, are given here: number 1, C, carries -0.544; number 2, C, carries -0.408; number 3, N, carries -0.283; number 4, O, carries 0.029; number 5, O, carries -0.639; number 6, O, carries -0.124; number 7, S, carries 0.821; number 8, H, carries 0.116; number 9, H, carries 0.031

(3)
Entry from OMol25: a molecular structure, C21H47GeNO5RuSi (ωB97M-V/def2-TZVPD).

The strongest force on any atom comes out at 0.0 eV Å⁻¹. As for the expectation value of S²: 6.01. As for the lowest unoccupied orbital energy (alpha / beta): 0.53 / -1.73 eV. The total energy comes out at -101246.9024 eV. As for the spin multiplicity: 5. The value obtained for the gap between HOMO and LUMO (alpha / beta) is 8.384 / 7.825 eV. The value obtained for the energy relative to the best compared isomer or geometry (same formula, charge and spin) is 0.00 kJ/mol.

Atoms and positions in Å:
Ru  -0.198  -0.106  1.815
C  -3.954  0.217  3.692
Ge  -3.475  0.201  1.799
C  -4.899  1.020  0.734
C  -3.232  -1.663  1.226
C  -1.814  1.224  1.544
H  -4.885  -0.327  3.855
H  -4.086  1.239  4.049
H  -3.171  -0.255  4.287
H  -5.842  0.500  0.907
H  -4.670  0.974  -0.331
H  -5.026  2.067  1.014
H  -2.636  -2.221  1.950
H  -2.744  -1.728  0.252
H  -4.206  -2.150  1.151
H  -1.739  2.022  2.284
H  -1.728  1.632  0.537
C  1.983  -3.958  1.618
C  1.749  -2.463  1.856
C  2.503  -1.998  3.098
C  0.255  -2.186  1.955
H  3.050  -4.173  1.520
H  1.482  -4.297  0.710
H  1.596  -4.543  2.456
H  2.142  -1.925  0.986
H  2.126  -2.514  3.986
H  2.391  -0.926  3.271
H  3.569  -2.216  3.009
H  -0.166  -2.552  2.895
H  -0.296  -2.616  1.115
C  3.011  1.475  1.176
C  2.468  2.354  0.055
C  3.576  3.239  -0.498
C  1.304  3.208  0.541
O  2.064  1.511  -1.028
Si  0.689  0.697  -1.336
O  0.215  -0.155  -0.023
O  -0.458  1.767  -1.773
C  -1.638  1.588  -2.576
C  -2.301  0.252  -2.258
C  -2.564  2.741  -2.215
C  -1.238  1.660  -4.044
O  0.952  -0.305  -2.589
C  1.709  -1.521  -2.686
C  3.060  -1.360  -2.001
C  0.908  -2.651  -2.050
C  1.896  -1.770  -4.176
H  3.356  2.080  2.016
H  3.842  0.868  0.813
H  2.242  0.790  1.547
H  3.971  3.895  0.279
H  3.191  3.852  -1.313
H  4.389  2.622  -0.884
H  1.639  3.898  1.317
H  0.505  2.592  0.960
H  0.885  3.781  -0.287
H  -2.524  0.184  -1.192
H  -1.649  -0.579  -2.531
H  -3.236  0.154  -2.814
H  -2.844  2.694  -1.162
H  -3.473  2.704  -2.817
H  -2.063  3.692  -2.397
H  -0.547  0.853  -4.287
H  -0.747  2.613  -4.248
H  -2.118  1.577  -4.684
H  2.935  -1.175  -0.932
H  3.604  -0.518  -2.429
H  3.654  -2.267  -2.124
H  0.740  -2.448  -0.992
H  1.443  -3.598  -2.146
H  -0.060  -2.751  -2.543
H  2.446  -0.943  -4.627
H  0.925  -1.849  -4.667
H  2.449  -2.695  -4.345
O  -0.224  0.515  6.075
C  -0.228  0.324  4.917
N  -0.233  0.124  3.739

The molecule's Löwdin atomic charges, reported in e, are given here: number 1, Ru, carries 1.402; number 2, C, carries -0.220; number 3, Ge, carries 0.725; number 4, C, carries -0.215; number 5, C, carries -0.225; number 6, C, carries -0.381; number 7, H, carries 0.020; number 8, H, carries 0.023; number 9, H, carries 0.006; number 10, H, carries 0.020; number 11, H, carries 0.001; number 12, H, carries 0.023; number 13, H, carries 0.003; number 14, H, carries 0.008; number 15, H, carries 0.023; number 16, H, carries 0.001; number 17, H, carries -0.031; number 18, C, carries -0.078; number 19, C, carries -0.521; number 20, C, carries -0.093; number 21, C, carries -0.236; number 22, H, carries 0.079; number 23, H, carries 0.068; number 24, H, carries 0.083; number 25, H, carries 0.093; number 26, H, carries 0.085; number 27, H, carries 0.045; number 28, H, carries 0.079; number 29, H, carries 0.062; number 30, H, carries 0.046; number 31, C, carries -0.023; number 32, C, carries -0.638; number 33, C, carries -0.026; number 34, C, carries -0.025; number 35, O, carries -0.084; number 36, Si, carries 0.048; number 37, O, carries -0.384; number 38, O, carries -0.092; number 39, C, carries -0.628; number 40, C, carries -0.023; number 41, C, carries -0.024; number 42, C, carries -0.020; number 43, O, carries -0.091; number 44, C, carries -0.629; number 45, C, carries -0.022; number 46, C, carries -0.020; number 47, C, carries -0.027; number 48, H, carries 0.096; number 49, H, carries 0.096; number 50, H, carries 0.034; number 51, H, carries 0.089; number 52, H, carries 0.091; number 53, H, carries 0.088; number 54, H, carries 0.095; number 55, H, carries 0.047; number 56, H, carries 0.096; number 57, H, carries 0.051; number 58, H, carries 0.079; number 59, H, carries 0.097; number 60, H, carries 0.069; number 61, H, carries 0.091; number 62, H, carries 0.090; number 63, H, carries 0.077; number 64, H, carries 0.092; number 65, H, carries 0.090; number 66, H, carries 0.063; number 67, H, carries 0.094; number 68, H, carries 0.094; number 69, H, carries 0.054; number 70, H, carries 0.092; number 71, H, carries 0.090; number 72, H, carries 0.090; number 73, H, carries 0.087; number 74, H, carries 0.088; number 75, O, carries 0.117; number 76, C, carries -0.461; number 77, N, carries -0.064

(4)
Entry from OMol25: a single C9H14NO3PS molecule in a non-equilibrium geometry (ωB97M-V/def2-TZVPD).

The strongest force on any atom comes out at 3.5 eV Å⁻¹. As for the lowest unoccupied orbital energy: -0.23 eV. The total energy comes out at -37311.4250 eV. The SMILES is CC[C@H](CS(=O)(=O)O)/N=C/C=C\C=C=P. The value obtained for the gap between HOMO and LUMO is 7.710 eV. The value obtained for the energy relative to the best compared isomer or geometry (same formula, charge and spin) is 0.00 kJ/mol.

Atoms and positions in Å:
C  0.889  2.999  -0.912
C  1.278  1.874  -1.574
C  -0.042  3.091  0.141
C  0.759  0.630  -1.331
C  -0.571  2.070  0.795
C  2.291  -1.257  1.351
C  1.374  -1.949  0.295
C  -0.968  -1.758  -0.783
C  0.011  -1.134  0.133
N  0.298  0.277  -0.207
O  -2.568  0.479  -0.770
O  -3.250  -1.618  -1.752
O  -3.122  -1.354  0.729
P  -1.352  1.242  1.988
S  -2.568  -0.908  -0.747
H  1.367  3.896  -1.051
H  1.882  1.863  -2.499
H  -0.475  4.150  0.229
H  0.641  -0.043  -2.218
H  3.056  -0.506  1.039
H  1.510  -0.740  2.080
H  2.878  -2.001  1.797
H  1.164  -2.943  0.633
H  1.870  -1.990  -0.667
H  -1.294  -2.687  -0.438
H  -0.575  -1.999  -1.753
H  -0.543  -1.128  1.070
H  -0.863  1.988  3.099
H  -3.078  -0.546  1.324

The molecule's Löwdin atomic charges, reported in e, are given here: number 1, C, carries -0.083; number 2, C, carries -0.069; number 3, C, carries -0.158; number 4, C, carries -0.195; number 5, C, carries -0.425; number 6, C, carries -0.093; number 7, C, carries -0.163; number 8, C, carries -0.198; number 9, C, carries -0.392; number 10, N, carries 0.031; number 11, O, carries -0.275; number 12, O, carries -0.261; number 13, O, carries -0.205; number 14, P, carries 0.851; number 15, S, carries 0.555; number 16, H, carries 0.078; number 17, H, carries 0.118; number 18, H, carries 0.146; number 19, H, carries 0.145; number 20, H, carries 0.078; number 21, H, carries 0.109; number 22, H, carries 0.032; number 23, H, carries 0.100; number 24, H, carries 0.101; number 25, H, carries 0.088; number 26, H, carries 0.112; number 27, H, carries 0.076; number 28, H, carries -0.130; number 29, H, carries 0.027